Record 1
{"formula": "C2H2IN3", "method": "ωB97M-V with the def2-TZVPD basis set", "elements": ["C", "C", "N", "N", "N", "I", "H", "H"], "positions_angstrom": [[0.79, -0.60, 0.89], [-3.63, -1.31, -0.22], [-3.03, -2.26, -0.43], [-1.54, -0.07, 1.11], [-0.43, -0.27, 0.98], [-4.61, 0.37, 0.01], [1.51, 0.15, 1.06], [1.00, -1.60, 1.13]], "nbo_charge": [-0.03, 0.00, -0.33, -0.07, -0.21, 0.33, 0.16, 0.15], "spin_multiplicity": 3, "gap_ha": [0.2327, 0.3129], "charge": 0, "homo_ev": [-6.05, -10.21], "relative_energy_kj_mol": 0.0, "energy_ha": -539.1668}

=====

Record 2
{"formula": "C30H39N6SeSiTi", "method": "ωB97M-V with the def2-TZVPD basis set", "elements": ["Ti", "C", "C", "N", "C", "C", "N", "C", "C", "N", "H", "H", "H", "H", "H", "H", "H", "H", "H", "H", "H", "H", "H", "H", "H", "C", "Si", "C", "C", "C", "H", "H", "H", "H", "H", "H", "H", "H", "H", "H", "H", "Se", "N", "C", "C", "C", "C", "N", "C", "N", "H", "H", "H", "C", "C", "C", "C", "C", "C", "C", "C", "C", "C", "C", "C", "C", "C", "C", "H", "H", "H", "H", "H", "H", "H", "H", "H", "H"], "positions_angstrom": [[0.10, 1.68, 0.22], [1.60, 4.57, 0.37], [2.54, 3.53, 1.05], [1.95, 2.19, 1.32], [1.86, 1.89, 2.75], [0.45, 1.81, 3.28], [-0.53, 2.38, 2.35], [-0.67, 3.86, 2.52], [-0.73, 4.53, 1.17], [0.22, 4.01, 0.20], [1.93, 4.66, -0.70], [1.60, 5.58, 0.82], [2.95, 3.96, 2.00], [3.38, 3.39, 0.38], [2.43, 1.44, 0.81], [2.48, 2.58, 3.36], [2.32, 0.90, 2.85], [0.32, 2.20, 4.31], [0.19, 0.76, 3.27], [-1.45, 1.99, 2.45], [0.27, 4.23, 3.00], [-1.61, 3.99, 3.07], [-0.50, 5.63, 1.30], [-1.71, 4.38, 0.65], [-0.08, 4.27, -0.71], [3.28, -0.59, -1.32], [1.89, 0.17, -2.43], [2.78, 0.70, -3.98], [0.72, -1.04, -3.09], [1.20, 1.72, -1.58], [4.19, -0.86, -1.90], [2.86, -1.44, -0.76], [3.73, 0.08, -0.58], [3.31, -0.14, -4.42], [3.50, 1.48, -3.73], [2.07, 1.09, -4.74], [0.14, -0.52, -3.83], [0.15, -1.55, -2.28], [1.24, -1.87, -3.66], [0.51, 2.29, -2.27], [2.08, 2.41, -1.62], [-4.46, 0.72, 2.60], [-5.32, 0.66, 1.01], [-4.49, 0.92, 0.00], [-4.79, 0.96, -1.38], [-3.69, 1.26, -2.22], [-2.43, 1.66, -1.72], [-2.03, 1.55, -0.44], [-3.06, 1.20, 0.40], [-2.88, 1.11, 1.69], [-5.76, 0.63, -1.69], [-3.81, 1.25, -3.31], [-1.65, 2.13, -2.31], [0.37, -0.19, 0.57], [0.21, -1.45, 0.55], [-0.10, -2.74, 0.67], [0.99, -3.75, 0.54], [0.77, -5.07, 0.14], [1.80, -5.97, 0.07], [3.12, -5.59, 0.34], [3.37, -4.23, 0.67], [2.35, -3.33, 0.80], [-1.54, -3.13, 0.43], [-2.16, -4.17, 1.16], [-3.44, -4.61, 0.86], [-4.17, -3.90, -0.17], [-3.57, -2.82, -0.76], [-2.30, -2.41, -0.50], [-0.28, -5.34, -0.18], [1.66, -7.05, 0.03], [3.93, -6.30, 0.23], [4.42, -3.89, 0.78], [2.51, -2.26, 1.04], [-1.57, -4.63, 1.93], [-3.91, -5.45, 1.42], [-5.14, -4.25, -0.46], [-4.04, -2.27, -1.54], [-1.85, -1.59, -1.13]], "lowdin_charge": [0.72, -0.16, -0.16, -0.13, -0.20, -0.19, -0.13, -0.16, -0.23, -0.14, 0.12, 0.11, 0.11, 0.11, 0.09, 0.11, 0.12, 0.12, 0.11, 0.03, 0.13, 0.13, 0.12, 0.14, 0.10, -0.16, 0.39, -0.23, -0.19, -0.37, 0.03, -0.01, 0.01, 0.01, 0.02, 0.03, 0.02, 0.03, 0.06, -0.01, -0.01, 0.93, -0.32, -0.40, -0.05, -0.10, -0.17, -0.01, -0.43, -0.28, 0.09, 0.09, 0.08, -0.15, -0.20, -0.21, -0.16, -0.07, -0.14, -0.13, -0.13, -0.08, -0.18, -0.08, -0.08, -0.10, -0.13, -0.04, 0.12, 0.09, 0.07, 0.10, 0.10, 0.10, 0.10, 0.07, 0.09, 0.12], "spin_multiplicity": 3, "gap_ha": [0.1566, 0.1589], "charge": -1, "homo_ev": [-2.37, -2.43], "relative_energy_kj_mol": 14.9, "energy_ha": -5035.4166}

=====

Record 3
{"formula": "C5H13NS", "method": "ωB97M-V with the def2-TZVPD basis set", "elements": ["C", "C", "N", "C", "C", "C", "S", "H", "H", "H", "H", "H", "H", "H", "H", "H", "H", "H", "H", "H"], "positions_angstrom": [[-0.19, -2.27, -2.47], [0.17, -1.05, -1.64], [-0.94, -0.70, -0.75], [-0.70, 0.42, 0.13], [-2.04, 0.77, 0.82], [0.39, 0.10, 1.21], [1.67, 1.37, 1.30], [-0.34, -3.16, -1.86], [-1.14, -2.09, -2.98], [0.56, -2.42, -3.22], [0.33, -0.19, -2.27], [1.09, -1.29, -1.09], [-1.21, -1.50, -0.19], [-0.34, 1.28, -0.44], [-1.85, 1.38, 1.68], [-2.61, 1.42, 0.16], [-2.56, -0.15, 1.08], [-0.11, -0.06, 2.17], [0.82, -0.86, 0.93], [2.73, 0.61, 1.03]], "nbo_charge": [-0.61, -0.21, -0.62, -0.06, -0.61, -0.55, -0.05, 0.20, 0.21, 0.21, 0.19, 0.15, 0.34, 0.20, 0.20, 0.22, 0.21, 0.21, 0.22, 0.13], "gap_ha": 0.3488, "charge": 0, "homo_ev": -8.58, "relative_energy_kj_mol": 42.3, "energy_ha": -651.2278}

=====

Record 4
{"formula": "C4H8NO2", "method": "ωB97M-V with the def2-TZVPD basis set", "elements": ["C", "C", "C", "N", "C", "O", "O", "H", "H", "H", "H", "H", "H", "H", "H"], "positions_angstrom": [[-0.75, -0.22, 1.25], [0.35, -0.12, 0.20], [0.92, -1.49, -0.18], [-0.08, 0.53, -0.99], [-0.23, 1.97, -1.06], [-0.95, 2.37, -2.01], [0.25, 2.60, -0.09], [-1.25, 0.76, 1.25], [-1.59, -0.90, 1.03], [-0.34, -0.39, 2.28], [1.17, 0.44, 0.62], [0.17, -2.16, -0.57], [1.22, -2.03, 0.73], [1.78, -1.36, -0.85], [-0.66, 0.00, -1.62]], "nbo_charge": [-0.63, -0.05, -0.60, -0.72, 0.87, -0.81, -0.81, 0.24, 0.18, 0.18, 0.21, 0.18, 0.18, 0.21, 0.36], "gap_ha": 0.2880, "charge": -1, "homo_ev": -3.96, "relative_energy_kj_mol": 8.8, "energy_ha": -362.5209}

=====

Record 5
{"formula": "C6H8LuO6", "method": "ωB97M-V with the def2-TZVPD basis set", "elements": ["H", "O", "C", "C", "C", "C", "O", "C", "O", "O", "H", "H", "H", "H", "H", "H", "H", "O", "C", "O", "Lu"], "positions_angstrom": [[-0.55, -1.14, 0.50], [-1.01, -0.47, -2.38], [-0.54, -0.82, -1.28], [-0.69, -0.07, 0.00], [0.51, 0.79, 0.39], [0.87, 0.77, 1.85], [-0.20, 1.31, 2.63], [0.00, 1.42, 3.93], [1.04, 1.18, 4.51], [-1.16, 1.67, 4.53], [-0.09, -1.84, -1.23], [-1.66, 0.43, 0.07], [0.33, 1.83, 0.06], [1.41, 0.45, -0.15], [1.77, 1.38, 2.03], [1.08, -0.25, 2.19], [-1.04, 1.62, 5.49], [-0.20, -2.90, -4.21], [-0.26, -1.92, -4.84], [-0.12, -1.41, -5.90], [0.51, -2.03, -8.22]], "nbo_charge": [0.23, -0.58, 0.46, -0.50, -0.42, -0.06, -0.51, 0.98, -0.63, -0.66, 0.13, 0.27, 0.24, 0.21, 0.22, 0.19, 0.51, -0.34, 1.12, -0.78, 1.93], "spin_multiplicity": 2, "gap_ha": [0.1037, 0.0667], "charge": 2, "homo_ev": [-13.91, -13.91], "relative_energy_kj_mol": 319.0, "energy_ha": -1919.5876}

=====

Record 6
{"formula": "C14H16CrN4O8S", "method": "ωB97M-V with the def2-TZVPD basis set", "elements": ["Cr", "N", "C", "C", "O", "N", "C", "C", "O", "O", "H", "H", "H", "H", "H", "H", "N", "C", "C", "C", "O", "O", "H", "H", "H", "H", "H", "H", "O", "S", "O", "N", "C", "O", "C", "C", "C", "C", "C", "C", "H", "H", "H", "H"], "positions_angstrom": [[-0.24, -0.26, 0.70], [-0.24, 1.57, -2.35], [-1.20, 2.14, -1.40], [-0.42, 2.69, -0.21], [-0.20, 3.91, -0.13], [0.02, 1.76, 0.62], [0.83, 2.29, 1.70], [1.51, 1.14, 2.46], [2.42, 1.38, 3.25], [1.05, -0.01, 2.19], [0.16, 2.31, -2.91], [-0.70, 0.90, -2.95], [-1.85, 1.33, -1.04], [-1.81, 2.94, -1.84], [0.20, 2.85, 2.40], [1.60, 2.97, 1.31], [1.40, -0.21, -0.72], [1.75, -1.49, -1.34], [0.51, -2.33, -1.64], [-0.71, -1.44, -2.00], [-1.10, -1.41, -3.17], [-1.21, -0.76, -1.06], [0.98, 0.42, -1.42], [2.24, 0.24, -0.35], [2.41, -2.03, -0.66], [2.30, -1.31, -2.28], [0.23, -2.91, -0.76], [0.70, -3.01, -2.47], [-0.65, -4.59, 0.45], [-0.32, -3.78, 1.62], [1.02, -4.05, 2.11], [-0.59, -2.21, 1.33], [-1.61, -1.74, 2.10], [-1.89, -0.50, 1.97], [-2.20, -2.68, 2.97], [-3.26, -2.54, 3.89], [-3.63, -3.61, 4.66], [-2.98, -4.86, 4.56], [-1.93, -5.02, 3.64], [-1.56, -3.96, 2.87], [-3.76, -1.59, 3.96], [-4.44, -3.52, 5.37], [-3.29, -5.68, 5.19], [-1.42, -5.97, 3.54]], "nbo_charge": [1.37, -0.86, -0.31, 0.65, -0.73, -0.67, -0.34, 0.79, -0.70, -0.71, 0.35, 0.40, 0.24, 0.17, 0.20, 0.20, -0.82, -0.21, -0.54, 0.81, -0.73, -0.75, 0.44, 0.39, 0.20, 0.16, 0.26, 0.21, -0.98, 2.30, -0.97, -0.94, 0.54, -0.69, -0.16, -0.22, -0.24, -0.34, -0.17, -0.38, 0.21, 0.18, 0.18, 0.20], "spin_multiplicity": 5, "gap_ha": [0.1659, 0.2978], "charge": -2, "homo_ev": [0.45, -3.15], "energy_ha": -2806.9088}

=====

Record 7
{"formula": "C15H19BrClNO", "method": "ωB97M-V with the def2-TZVPD basis set", "elements": ["C", "C", "C", "N", "C", "C", "C", "C", "C", "C", "O", "C", "C", "C", "C", "Br", "C", "C", "Cl", "H", "H", "H", "H", "H", "H", "H", "H", "H", "H", "H", "H", "H", "H", "H", "H", "H", "H", "H"], "positions_angstrom": [[-2.09, -3.70, 1.18], [-1.51, -2.82, 0.25], [-1.07, -1.33, 0.60], [-1.79, -0.48, -0.29], [-3.20, -0.31, -0.12], [-3.83, 0.13, 1.13], [-3.14, 1.10, 2.06], [-1.09, 0.62, -0.57], [-0.29, 0.58, -1.49], [0.63, 1.99, -1.92], [1.44, 2.37, -0.66], [2.48, 1.49, -0.59], [3.13, 0.31, -1.52], [4.28, -0.14, -1.08], [4.88, -0.07, -0.03], [6.43, -1.00, 0.61], [4.32, 0.80, 1.16], [3.28, 1.38, 0.79], [2.56, 2.60, 1.97], [-2.40, -4.68, 0.62], [-2.25, -3.45, 2.41], [-1.52, -2.84, -0.77], [-0.17, -1.48, 0.47], [-1.49, -1.30, 1.69], [-3.70, 0.19, -1.10], [-3.66, -1.31, -0.15], [-4.90, 0.34, 1.15], [-3.77, 1.32, 3.05], [-2.07, 1.02, 2.16], [-1.87, 1.53, -0.50], [-0.50, 1.20, 0.21], [0.43, -0.06, -1.50], [-0.88, 0.64, -2.38], [-0.04, 2.88, -1.90], [1.28, 1.90, -2.73], [2.52, 0.44, -2.21], [4.61, -0.93, -1.94], [4.98, 1.07, 1.92]], "nbo_charge": [-0.46, -0.17, -0.24, -0.46, -0.28, -0.19, -0.42, -0.24, -0.36, -0.07, -0.49, 0.36, -0.29, -0.23, -0.09, 0.05, -0.26, 0.00, -0.09, 0.22, 0.24, 0.19, 0.20, 0.19, 0.23, 0.23, 0.21, 0.21, 0.19, 0.20, 0.18, 0.21, 0.20, 0.21, 0.19, 0.20, 0.23, 0.26], "gap_ha": 0.3107, "charge": 0, "homo_ev": -8.23, "relative_energy_kj_mol": 1448.6, "energy_ha": -3746.5608}

=====

Record 8
{"formula": "C27H25Cl6N3O4S2Tl", "method": "ωB97M-V with the def2-TZVPD basis set", "elements": ["Tl", "C", "C", "C", "C", "C", "C", "C", "C", "C", "C", "H", "H", "H", "H", "H", "H", "H", "H", "H", "H", "H", "H", "H", "H", "H", "Cl", "C", "C", "C", "Cl", "C", "Cl", "C", "Cl", "C", "Cl", "Cl", "C", "C", "O", "O", "H", "H", "N", "C", "C", "C", "C", "C", "C", "S", "O", "O", "N", "C", "S", "C", "C", "N", "H", "H", "H", "H", "H", "H", "H", "H"], "positions_angstrom": [[-0.10, 0.70, -0.19], [-0.99, -2.26, -1.53], [-1.27, -2.45, -0.12], [-1.91, -1.35, 0.36], [-2.00, -0.35, -0.73], [-1.45, -1.04, -1.92], [-1.47, -0.42, -3.29], [-3.19, 0.58, -0.85], [-2.47, -1.10, 1.73], [-0.82, -3.65, 0.65], [-0.26, -3.28, -2.35], [-2.48, -0.43, -3.71], [-0.81, -0.96, -3.98], [-1.15, 0.62, -3.26], [-4.07, 0.00, -1.14], [-3.02, 1.36, -1.59], [-3.40, 1.06, 0.11], [-3.57, -1.13, 1.71], [-2.18, -0.12, 2.11], [-2.13, -1.85, 2.44], [-1.29, -4.57, 0.27], [-1.07, -3.57, 1.71], [0.26, -3.79, 0.57], [-0.76, -4.25, -2.33], [0.76, -3.43, -1.98], [-0.17, -2.97, -3.39], [2.06, -0.60, -2.49], [2.39, -1.15, -0.88], [1.68, -0.62, 0.18], [1.97, -1.10, 1.45], [1.07, -0.48, 2.80], [2.95, -2.06, 1.67], [3.29, -2.62, 3.26], [3.66, -2.57, 0.59], [4.87, -3.77, 0.83], [3.38, -2.12, -0.70], [4.24, -2.76, -2.05], [1.71, 4.55, 2.97], [0.93, 3.41, 1.84], [-0.28, 2.68, 2.42], [-0.69, 2.90, 3.55], [-0.82, 1.86, 1.58], [1.69, 2.69, 1.55], [0.62, 3.98, 0.96], [-1.53, 5.89, 3.48], [-1.73, 5.65, 2.12], [-2.59, 4.63, 1.71], [-2.73, 4.32, 0.38], [-2.03, 5.04, -0.58], [-1.23, 6.11, -0.20], [-1.09, 6.42, 1.14], [-1.98, 4.42, -2.23], [-1.36, 5.44, -3.06], [-3.28, 3.93, -2.59], [-1.02, 3.14, -2.06], [0.28, 3.30, -1.89], [1.28, 4.66, -2.37], [2.68, 3.86, -1.72], [2.35, 2.66, -1.22], [1.01, 2.35, -1.31], [-1.51, 5.01, 3.99], [-0.67, 6.38, 3.65], [-3.09, 4.03, 2.47], [-3.34, 3.48, 0.07], [-0.71, 6.67, -0.96], [-0.44, 7.23, 1.45], [3.66, 4.32, -1.74], [3.02, 1.95, -0.76]], "lowdin_charge": [1.08, -0.23, -0.22, -0.27, -0.38, -0.29, -0.04, -0.05, -0.04, -0.03, -0.04, 0.09, 0.06, 0.07, 0.10, 0.06, 0.07, 0.08, 0.06, 0.07, 0.08, 0.07, 0.08, 0.08, 0.07, 0.07, 0.74, -0.69, -0.26, -0.69, 0.76, -0.71, 0.68, -0.70, 0.67, -0.71, 0.67, 0.58, -0.50, -0.74, 0.01, -0.17, 0.06, 0.06, 0.10, -0.34, -0.03, -0.05, -0.29, -0.08, -0.04, 0.56, -0.37, -0.31, -0.12, -0.70, 1.06, -0.40, -0.29, -0.10, 0.07, 0.07, 0.12, 0.11, 0.10, 0.11, 0.06, 0.11], "gap_ha": 0.2742, "charge": -1, "homo_ev": -5.44, "relative_energy_kj_mol": 0.6, "energy_ha": -5239.2444}